w.
Density functional theory data (ωB97M-V/def2-TZVPD) for C2H3N3O3 in the gas phase.

Structure (XYZ):
```
11
C2H3N3O3 | the Open Molecules 2025 dataset | ωB97M-V/def2-TZVPD
C -0.91 0.72 -0.70
C 1.30 -0.43 0.73
H -1.66 -1.15 -0.56
H 0.38 -2.26 0.40
H 0.02 2.30 -0.31
N -1.12 -0.48 -0.02
N 0.14 -1.10 0.28
N 0.34 1.33 -0.54
O -1.84 1.14 -1.34
O 2.18 -1.00 1.41
O 1.19 0.91 0.65
```

Properties
Spin multiplicity ... 1
Frontier orbital gap ... 10.02 eV
HOMO energy ... -9.617 eV
SMILES ... O=C1NNC(=O)ON1
LUMO energy ... 0.408 eV

Here is what Löwdin gives for the atomic charges, in e:
1. C -0.549
2. C -0.540
3. H 0.151
4. H 0.263
5. H 0.173
6. N 0.096
7. N 0.027
8. N 0.164
9. O 0.102
10. O 0.053
11. O 0.060

---

x.
Density functional theory data (ωB97M-V/def2-TZVPD) for C2H3N3O3 in the gas phase.

Structure (XYZ):
```
11
C2H3N3O3 | the Open Molecules 2025 dataset | ωB97M-V/def2-TZVPD
C -1.28 0.18 0.04
C 0.80 0.78 -0.08
H -3.40 0.60 0.45
H -2.83 -1.10 -0.24
H 2.13 -1.02 0.97
N -2.70 -0.03 -0.02
N -0.46 1.23 0.25
N 0.84 -0.68 -0.49
O 1.84 1.46 -0.09
O 1.67 -1.50 0.28
O -0.61 -0.95 -0.08
```

Properties
Spin multiplicity ... 1
Frontier orbital gap ... 10.55 eV
HOMO energy ... -10.236 eV
SMILES ... Nc1nc(=O)n(O)o1
LUMO energy ... 0.314 eV

Here is what Löwdin gives for the atomic charges, in e:
1. C -0.399
2. C -0.457
3. H 0.134
4. H 0.159
5. H 0.111
6. N 0.141
7. N 0.171
8. N 0.036
9. O 0.066
10. O 0.032
11. O 0.006

---

y.
Density functional theory data (ωB97M-V/def2-TZVPD) for C2H3N3O3 in the gas phase.

Structure (XYZ):
```
11
C2H3N3O3 | the Open Molecules 2025 dataset | ωB97M-V/def2-TZVPD
C -0.36 -0.68 -0.12
C -0.50 1.27 0.74
H 1.50 -2.43 -1.73
H 1.86 -1.05 -0.88
H -0.71 2.88 1.64
N 1.18 -1.50 -1.45
N 0.01 -1.68 -0.75
N -1.63 0.74 1.04
O -1.59 -0.54 0.48
O -0.08 2.47 1.04
O 0.32 0.50 -0.01
```

Properties
Spin multiplicity ... 1
Frontier orbital gap ... 8.88 eV
HOMO energy ... -8.503 eV
SMILES ... N/N=c1/onc(O)o1
LUMO energy ... 0.380 eV

Here is what Löwdin gives for the atomic charges, in e:
1. C -0.416
2. C -0.467
3. H 0.087
4. H 0.067
5. H 0.136
6. N 0.011
7. N 0.043
8. N 0.150
9. O 0.031
10. O 0.187
11. O 0.172

---

z.
Density functional theory data (ωB97M-V/def2-TZVPD) for C2H3N3O3 in the gas phase.

Structure (XYZ):
```
11
C2H3N3O3 | the Open Molecules 2025 dataset | ωB97M-V/def2-TZVPD
C -0.32 0.11 -0.05
C 2.28 0.15 -0.03
H -3.59 0.66 0.39
H -1.43 -1.42 0.08
H 3.35 0.12 0.18
N -1.62 -0.34 0.25
N 0.18 1.33 0.18
N 1.90 -1.01 0.03
O -2.79 0.24 -0.37
O 1.60 1.22 -0.34
O 0.43 -1.07 -0.32
```

Properties
Spin multiplicity ... 1
Frontier orbital gap ... 9.78 eV
HOMO energy ... -9.655 eV
SMILES ... ONC1=NOC=NO1
LUMO energy ... 0.122 eV

Here is what Löwdin gives for the atomic charges, in e:
1. C -0.346
2. C -0.307
3. H 0.241
4. H 0.189
5. H 0.145
6. N -0.026
7. N 0.188
8. N 0.148
9. O -0.125
10. O -0.050
11. O -0.056

---

Which structure loses on stability? z does.

---

w.
Density functional theory data (ωB97M-V/def2-TZVPD) for a molecular structure, C4H12N3O2.

Structure (XYZ):
```
21
C4H12N3O2 | the Open Molecules 2025 dataset | ωB97M-V/def2-TZVPD
C 0.77 0.78 -0.14
C -0.43 -1.09 1.65
C 0.51 3.13 0.32
C -0.18 -0.98 0.20
N 0.90 -1.84 -0.26
N -1.38 -1.06 -0.61
N -1.03 -0.96 -1.96
O 1.94 0.64 -0.43
O 0.01 1.79 0.20
H -0.92 -0.17 2.05
H 0.50 -1.03 2.27
H -1.14 -1.75 2.13
H 1.46 3.05 0.81
H -0.21 3.57 0.82
H 0.57 3.64 -0.71
H 1.71 -1.21 -0.38
H 0.65 -2.20 -1.15
H -2.24 -0.59 -0.39
H -0.79 0.03 -2.17
H -1.83 -1.04 -2.50
H 1.14 -2.69 0.27
```

Properties
Charge ... +1
Spin multiplicity ... 1
Frontier orbital gap ... 9.99 eV
HOMO energy ... -12.854 eV
LUMO energy ... -2.868 eV

Here is what Löwdin gives for the atomic charges, in e:
1. C -0.325
2. C -0.036
3. C 0.020
4. C -0.360
5. N 0.242
6. N -0.055
7. N 0.026
8. O 0.106
9. O -0.021
10. H 0.106
11. H 0.116
12. H 0.096
13. H 0.102
14. H 0.043
15. H 0.150
16. H 0.139
17. H 0.132
18. H 0.145
19. H 0.106
20. H 0.069
21. H 0.199

---

x.
Density functional theory data (ωB97M-V/def2-TZVPD) for a gas-phase ion, C4H12N3O2 (charge +1).

Structure (XYZ):
```
21
C4H12N3O2 | the Open Molecules 2025 dataset | ωB97M-V/def2-TZVPD
C -0.02 -0.07 1.61
C -1.60 -0.61 -0.25
C 0.80 0.67 0.56
C -0.51 -0.11 -1.12
N 0.99 2.09 0.50
N 0.35 -1.09 -1.58
N -0.91 -1.10 1.03
O 1.97 -0.07 0.18
O -0.82 1.01 -1.87
H 0.60 -0.47 2.31
H -0.51 0.80 2.10
H -2.43 0.03 -0.17
H -2.12 -1.37 -0.73
H 0.19 2.64 0.20
H 1.77 2.32 0.03
H 0.70 -1.07 -2.49
H 1.07 -1.25 -0.86
H -0.18 -1.76 0.57
H -1.64 -1.40 1.67
H 2.53 -0.22 0.98
H -0.23 1.05 -2.67
```

Properties
Charge ... +1
Spin multiplicity ... 1
Frontier orbital gap ... 7.97 eV
HOMO energy ... -11.088 eV
LUMO energy ... -3.123 eV

Here is what Löwdin gives for the atomic charges, in e:
1. C -0.092
2. C -0.048
3. C -0.351
4. C -0.412
5. N 0.143
6. N 0.123
7. N 0.111
8. O -0.039
9. O 0.054
10. H 0.103
11. H 0.159
12. H 0.130
13. H 0.121
14. H 0.108
15. H 0.043
16. H 0.088
17. H 0.078
18. H 0.209
19. H 0.185
20. H 0.140
21. H 0.148

---

Which structure loses on stability? x does.